[1]
The following is a DFT calculation (wB97M-V/def2-TZVPD) of C5H11NO in the gas phase at a distorted geometry.

```
18
Properties=species:S:1:pos:R:3:forces:R:3:nbo_charge:R:1
C 1.125242 0.585837 1.377906 -2.381 0.718 1.981 -0.674
C -0.582035 0.631256 0.920738 3.543 0.967 1.451 -0.340
C -0.799976 -0.029893 -0.390859 2.113 -0.922 -0.618 -0.353
C -1.626897 -1.298084 -0.357558 -0.884 -0.700 -0.137 -0.619
C 0.734881 -0.301851 -0.732087 -2.661 -2.162 -4.378 0.740
N 1.261053 0.735721 -1.513939 0.784 -0.201 0.903 -0.886
O 1.203878 -1.439421 -0.705967 0.242 1.963 1.148 -0.607
H 1.089716 1.298978 2.207213 -0.035 -0.229 0.380 0.212
H 1.311999 -0.401047 1.802963 0.093 0.115 -0.169 0.219
H 2.013533 0.963406 0.866884 -0.715 -0.289 -0.917 0.229
H -0.801644 1.697807 0.894647 -0.268 -0.151 0.259 0.213
H -1.023211 0.109445 1.770201 -0.170 0.279 -0.119 0.215
H -1.183412 0.675156 -1.132745 -0.007 -0.092 0.091 0.205
H -2.201796 -1.404438 0.566427 -0.073 0.333 -0.023 0.206
H -2.347021 -1.323653 -1.181605 0.017 0.119 0.105 0.212
H -1.104144 -2.254124 -0.429018 0.615 0.399 -0.062 0.243
H 2.246250 0.616566 -1.721378 -0.312 -0.018 -0.332 0.388
H 0.683585 1.138339 -2.241825 0.100 -0.128 0.438 0.399
```
Forces are in eV/Å.

The HOMO energy comes out at -9.34 eV. The SMILES is CC[C@H](C)C(N)=O. Its largest force on an atom is 5.56 eV/Å. As for the LUMO energy: 0.93 eV. As for the total energy: -8899.53733 eV. For the energy above the lowest of the compared OMol25 structures with the same formula, charge and spin, the calculation gives 208.4 kJ/mol.



[2]
The following is a DFT calculation (wB97M-V/def2-TZVPD) of C5H11NO in the gas phase at a distorted geometry.

```
18
Properties=species:S:1:pos:R:3:forces:R:3:nbo_charge:R:1
C 0.823733 0.194845 1.414129 -2.647 -2.537 0.825 -0.617
C 0.119651 0.746015 0.154350 3.583 -2.612 -0.585 -0.247
C -0.510874 1.993815 0.536671 -1.204 5.118 3.829 -0.630
C -0.776428 -0.291967 -0.534203 -0.346 2.603 -2.961 -0.488
C -0.325938 -1.695995 -0.865954 -1.455 -4.125 2.738 0.661
N 0.713417 -2.033699 -1.736058 -0.012 -0.093 -1.531 -0.838
O -0.910614 -2.642868 -0.234780 1.804 2.690 -2.030 -0.620
H 0.025948 -0.014422 2.164273 0.498 1.437 0.421 0.206
H 1.615989 0.862974 1.619356 0.653 0.458 1.088 0.211
H 1.122562 -0.875066 1.472871 0.676 0.595 -1.367 0.229
H 1.086120 0.906697 -0.379769 -1.093 0.294 -0.920 0.202
H -0.829682 2.952744 -0.068426 1.001 -2.412 0.177 0.236
H -1.418773 1.842197 1.189297 0.505 -0.380 -0.808 0.212
H 0.164414 2.489114 1.437106 -1.282 -0.968 -2.421 0.216
H -0.950892 0.196502 -1.572794 -0.046 -0.671 1.288 0.212
H -1.760200 -0.182386 -0.038744 0.500 -1.139 -0.194 0.248
H 0.969400 -1.390111 -2.515058 -0.387 -0.565 1.240 0.389
H 0.842159 -3.058387 -2.042270 -0.747 2.304 1.211 0.418
```
Forces are in eV/Å.

The HOMO energy comes out at -9.59 eV. The SMILES is CC(C)CC(N)=O. Its largest force on an atom is 6.50 eV/Å. As for the LUMO energy: 0.78 eV. As for the total energy: -8899.58036 eV. For the energy above the lowest of the compared OMol25 structures with the same formula, charge and spin, the calculation gives 204.3 kJ/mol.



[3]
The following is a DFT calculation (wB97M-V/def2-TZVPD) of 2 unconnected molecules or ions with the total composition C5H11NO at a distorted geometry.

```
18
Properties=species:S:1:pos:R:3:forces:R:3:nbo_charge:R:1
C -2.601804 -0.529385 -0.416329 1.470 1.416 -1.534 -0.065
N -1.584563 -1.201559 -0.102967 1.880 -0.472 0.541 -0.443
C -0.178996 -0.623613 -0.041316 -2.917 -1.444 -0.316 -0.072
C 0.386497 0.287401 -0.831428 1.759 1.223 -0.051 -0.218
C 1.803975 0.869359 -0.327013 -1.186 -1.180 -1.108 -0.423
C 2.976099 0.194368 -1.080265 -0.725 -1.550 -0.570 -0.626
H -3.597954 -1.056602 -0.411548 0.955 1.043 -0.116 0.192
H -2.315577 0.515175 -0.878803 -1.673 -1.370 0.987 0.154
H 0.324068 -1.248067 0.735818 -0.063 1.374 -0.464 0.209
H 0.043063 0.732726 -1.859192 0.134 -1.003 2.355 0.225
H 1.980309 0.603105 0.735007 -0.663 0.842 -0.432 0.213
H 1.752075 1.967143 -0.557630 0.284 -0.982 0.673 0.213
H 3.672589 0.972739 -1.390219 0.531 -0.612 0.106 0.216
H 3.393013 -0.726737 -0.542421 -0.074 1.809 -0.210 0.214
H 2.581104 -0.350460 -1.971791 0.271 0.898 0.149 0.209
O -3.053063 0.200370 2.934278 0.993 1.362 1.100 -0.939
H -2.249487 0.000060 3.452478 -0.673 0.054 -0.495 0.471
H -3.331343 -0.606019 2.553349 -0.303 -1.407 -0.615 0.468
```
Forces are in eV/Å.

The HOMO energy comes out at -9.08 eV. The SMILES is C=N/C=C/CC.O. Its largest force on an atom is 3.27 eV/Å. As for the LUMO energy: 0.92 eV. As for the total energy: -8898.06612 eV. For the energy above the lowest of the compared OMol25 structures with the same formula, charge and spin, the calculation gives 350.4 kJ/mol.



[4]
The following is a DFT calculation (wB97M-V/def2-TZVPD) of 2 unconnected molecules or ions with the total composition C5H11NO at a distorted geometry.

```
18
Properties=species:S:1:pos:R:3:forces:R:3:nbo_charge:R:1
C 1.305905 -0.220634 0.843276 -0.291 -0.205 10.672 -0.394
N -0.100207 0.113500 0.959822 -0.484 -3.556 -4.339 -0.631
C -0.698180 1.191707 1.477703 -1.969 -1.100 -2.992 0.700
C -2.153811 1.322827 0.778459 -1.695 -1.199 0.481 -0.737
O -0.103634 1.875285 2.223177 0.251 2.775 2.384 -0.587
H 1.767698 0.180979 1.875646 -0.557 -0.005 -2.510 0.226
H 1.432446 -1.335290 1.115118 -0.087 1.611 -0.397 0.186
H 1.782451 -0.019295 -0.013531 1.930 1.948 -1.968 0.204
H -0.625543 -0.334945 0.144852 0.818 0.969 1.836 0.375
H -2.330459 0.589906 -0.093329 0.988 1.370 0.898 0.207
H -2.479441 2.338435 0.467535 0.709 -0.578 0.292 0.242
H -3.033699 0.916149 1.396263 1.521 0.868 -0.007 0.236
C 0.405987 -0.939374 -2.338323 1.597 0.217 -0.078 -0.403
C 1.307779 -1.139777 -1.333058 -1.066 -3.294 -3.495 -0.440
H -0.669991 -0.697565 -2.171165 0.982 -0.430 -0.178 0.193
H 0.806000 -0.958481 -3.404486 -0.869 0.389 1.449 0.205
H 1.015052 -1.407314 -0.308431 -0.192 -0.642 -2.597 0.205
H 2.371646 -1.476113 -1.619528 -1.586 0.863 0.549 0.213
```
Forces are in eV/Å.

The HOMO energy comes out at -9.67 eV. The SMILES is CNC(C)=O.C=C. Its largest force on an atom is 10.68 eV/Å. As for the LUMO energy: 0.82 eV. As for the total energy: -8896.91780 eV. For the energy above the lowest of the compared OMol25 structures with the same formula, charge and spin, the calculation gives 461.2 kJ/mol.



[5]
The following is a DFT calculation (wB97M-V/def2-TZVPD) of 2 unconnected molecules or ions with the total composition C5H11NO at a distorted geometry.

```
18
Properties=species:S:1:pos:R:3:forces:R:3:nbo_charge:R:1
C 2.064758 -1.562484 -0.597396 -1.082 1.002 0.158 -0.400
C 1.374311 -0.425953 -0.788100 0.253 -0.857 0.537 -0.210
C 0.480238 0.314827 0.159844 -0.643 -0.817 -3.124 0.151
N 0.202696 -0.085987 1.477312 0.804 0.535 -0.647 -0.807
C -0.226947 1.271840 -0.517022 -0.079 0.437 2.571 -0.291
C -0.911737 2.291047 0.360212 -1.442 -0.236 -0.156 -0.657
H 1.814257 -2.179627 0.262912 0.690 -0.043 -0.034 0.187
H 2.775799 -1.849019 -1.357507 -0.081 -0.505 0.123 0.210
H 1.464037 0.063467 -1.758658 0.188 0.139 0.389 0.206
H -0.804081 -0.135540 1.558151 0.104 -0.085 0.424 0.378
H 0.612819 -0.993287 1.647514 -0.015 0.043 0.233 0.379
H -0.514972 1.135930 -1.552100 0.920 0.555 -0.235 0.217
H -0.373067 2.461065 1.291948 0.040 -0.217 -0.049 0.227
H -1.113482 3.276046 -0.065080 0.267 -0.163 -0.407 0.222
H -1.922000 1.908155 0.613441 0.168 0.273 0.258 0.191
O -1.978705 -1.514183 -0.342329 0.652 -0.405 -0.443 -0.952
H -1.702417 -0.597958 -0.470837 -0.232 0.009 0.134 0.480
H -2.757099 -1.564400 0.198455 -0.514 0.335 0.269 0.470
```
Forces are in eV/Å.

The HOMO energy comes out at -7.97 eV. The SMILES is C=C/C(N)=C/C.O. Its largest force on an atom is 3.29 eV/Å. As for the LUMO energy: 0.66 eV. As for the total energy: -8899.09167 eV. For the energy above the lowest of the compared OMol25 structures with the same formula, charge and spin, the calculation gives 251.4 kJ/mol.



[6]
The following is a DFT calculation (wB97M-V/def2-TZVPD) of a molecular structure, C5H11NO at a distorted geometry.

```
18
Properties=species:S:1:pos:R:3:forces:R:3:nbo_charge:R:1
C 2.486479 0.090016 0.168633 2.878 0.582 0.407 -0.397
C 3.756432 0.484905 0.246261 -0.381 -0.011 -0.910 -0.355
C -3.386285 -0.152664 0.434783 -0.718 -1.683 0.180 -0.688
C -2.019358 0.467599 0.021744 -3.455 5.718 -1.136 0.623
C 0.281299 -0.236325 -0.628994 -2.215 0.008 -0.773 -0.462
H 1.822680 0.186244 1.031166 0.990 0.267 -0.142 0.183
H 2.089789 -0.318625 -0.765714 1.418 0.333 0.716 0.193
H 4.151473 0.959140 1.124749 0.213 -0.006 0.292 0.196
H 4.400129 0.428200 -0.643697 -0.192 0.003 0.530 0.194
H -2.952669 -1.264763 1.057488 -2.348 3.409 -1.598 0.188
H -3.925573 -0.452636 -0.611941 1.441 0.395 2.620 0.249
H -4.218862 0.579203 0.970775 2.757 -2.087 -0.964 0.263
H -1.236393 -1.308607 0.272290 -0.091 2.508 -2.318 0.359
H 0.306161 0.888208 -1.021931 0.990 -2.495 1.043 0.276
H 0.772275 -0.574998 0.326718 -1.751 0.934 -1.669 0.214
H 0.669848 -1.080008 -1.364294 -1.391 1.960 0.774 0.206
N -1.143925 -0.371902 -0.345532 2.595 -8.678 1.840 -0.580
O -1.853501 1.677020 -0.272497 -0.740 -1.156 1.109 -0.661
```
Forces are in eV/Å.

The HOMO energy comes out at -9.37 eV. Its largest force on an atom is 9.24 eV/Å. As for the LUMO energy: 0.43 eV. As for the total energy: -8895.89526 eV. For the energy above the lowest of the compared OMol25 structures with the same formula, charge and spin, the calculation gives 559.8 kJ/mol.



| no. | orbital gap (eV) |
| --- | --- |
| 1 | 10.2720 |
| 2 | 10.3623 |
| 3 | 9.9950 |
| 4 | 10.4913 |
| 5 | 8.6308 |
| 6 | 9.7997 |